Entry A
Computed, not measured: C4H6N2O2 as an isolated structure, with wB97M-V/def2-TZVPD.

Properties
LUMO (spin up / spin down) = 0.2 / 0.0 eV
Kohn-Sham gap (spin up / spin down) = 0.2822 / 0.2527 Ha

Geometry as ORCA input:
```
! RIJCOSX wB97M-V def2-TZVPD def2/J DEFGRID3
* xyz 0 1
C 0.30287 -0.13408 -1.35978
C 1.11770 -0.33787 0.39996
N 0.57274 -1.22096 -2.15893
N -0.70397 1.10367 2.07556
C -0.33818 -0.54827 0.35735
C -1.13741 0.43735 0.99532
O -0.00259 0.95243 -1.78416
O 1.76722 0.39202 1.10646
H 1.17306 -1.93051 -1.76767
H 0.75400 -0.99811 -3.12776
H 0.23550 0.90864 2.40977
H -1.09209 2.00863 2.29683
H -0.69933 -1.53373 0.11209
H -1.94954 0.90080 0.44496
*
```

Atom charges from the Mulliken analysis, given in e for atoms 1 to 6:
1. C 0.5261
2. C 0.0939
3. N -0.4546
4. N -0.2930
5. C -0.1855
6. C -0.3575



Entry B
Computed, not measured: C4H6N2O2 as an isolated structure, with wB97M-V/def2-TZVPD.

Properties
LUMO = 0.3 eV
Kohn-Sham gap = 0.3360 Ha

Geometry as ORCA input:
```
! RIJCOSX wB97M-V def2-TZVPD def2/J DEFGRID3
* xyz 0 1
C -0.05113 2.69326 -0.66922
C -0.43922 0.06499 -0.16264
C -0.41252 -1.28472 0.48976
C 0.49959 -2.28909 0.23063
H -0.18772 3.80148 -0.99450
H -0.91217 2.08277 -0.19194
H 1.57824 -0.02226 0.02906
H -1.74914 -1.68733 0.57917
H -0.40707 -1.16006 1.65710
H 0.11441 -3.22005 0.68982
N 1.03960 1.87244 -0.84367
N 0.81221 0.59470 -0.43364
O -1.51112 0.71555 -0.23843
O 1.62603 -2.16167 -0.14150
*
```

Atom charges from the Mulliken analysis, given in e for atoms 1 to 6:
1. C -0.2764
2. C 0.6387
3. C -0.6752
4. C 0.1808
5. H 0.2684
6. H 0.2949



Which is most stable? The ranking, best first, is entry A, entry B.



Entry A
Computed, not measured: C4H6N2O2 in the gas phase, with wB97M-V/def2-TZVPD.

Properties
LUMO = 0.3 eV
Kohn-Sham gap = 0.3193 Ha
SMILES = C=NNC(=C)C(=O)O

Geometry as ORCA input:
```
! RIJCOSX wB97M-V def2-TZVPD def2/J DEFGRID3
* xyz 0 1
C -1.85590 -0.72605 -0.60140
N -1.22034 -1.36272 0.28432
N -0.07525 -0.78479 0.88686
C 0.43471 0.54874 0.86029
C -0.30326 1.62728 0.63627
C 1.60904 -0.27839 -0.05396
O 2.53667 -0.89349 0.40227
O 1.54555 0.15149 -1.31550
H -1.49625 0.14504 -1.14385
H -2.76680 -1.19175 -0.95592
H 0.38307 -1.43167 1.51608
H -1.36116 1.64869 0.86196
H 0.17846 2.55880 0.38310
H 2.39147 -0.01116 -1.76052
*
```

Atom charges from the Mulliken analysis, given in e for atoms 1 to 6:
1. C -0.3647
2. N -0.5816
3. N 0.1128
4. C -0.0908
5. C -0.7223
6. C 0.8082



Entry B
Computed, not measured: a 2-piece molecular cluster, C4H6N2O2 overall, with wB97M-V/def2-TZVPD.

Properties
LUMO = -0.1 eV
Kohn-Sham gap = 0.2660 Ha

Geometry as ORCA input:
```
! RIJCOSX wB97M-V def2-TZVPD def2/J DEFGRID3
* xyz 0 1
C 0.95772 -0.01055 -0.41756
C -0.51809 1.37872 -1.26572
C -1.17997 0.88069 -0.11120
C -0.16911 -0.11297 0.52463
H 2.78145 -0.93032 0.67394
H 2.55415 -0.86636 -1.57935
H -0.80151 1.83237 -2.28936
H -2.52816 0.38052 1.34127
H -0.06063 -1.92745 0.94232
H -0.72244 -0.77209 2.20222
N 2.04038 -0.92585 -0.55286
N -0.81589 -1.09033 1.25446
O 0.88305 1.09720 -1.16501
O -2.42097 1.06642 0.44223
*
```

Atom charges from the Mulliken analysis, given in e for atoms 1 to 6:
1. C 0.2163
2. C -0.8366
3. C 0.5467
4. C 0.3507
5. H 0.3035
6. H 0.2800



Entry C
Computed, not measured: C4H6N2O2 in the gas phase, with wB97M-V/def2-TZVPD.

Properties
LUMO = 0.2 eV
Kohn-Sham gap = 0.3576 Ha
SMILES = [H]/N=C(\O)[C@@]1(C)NC1=O

Geometry as ORCA input:
```
! RIJCOSX wB97M-V def2-TZVPD def2/J DEFGRID3
* xyz 0 1
H -0.67801 2.99493 0.21237
N -1.06120 2.04630 0.15434
C -0.06588 1.24119 0.09131
O 1.16839 1.77728 0.13697
C -0.21400 -0.24845 -0.00343
C 1.01808 -1.09359 -0.24472
N -1.22928 -0.85232 0.87173
C -1.48264 -0.80767 -0.43991
O -2.30516 -0.49749 -1.25550
H 1.88469 1.12843 0.12218
H 1.53599 -0.75646 -1.14837
H 0.76865 -2.15179 -0.38008
H 1.70535 -1.02116 0.60479
H -1.04499 -1.75920 1.27831
*
```

Atom charges from the Mulliken analysis, given in e for atoms 1 to 6:
1. H 0.2838
2. N -0.6605
3. C 0.2512
4. O -0.5622
5. C 1.4392
6. C -1.8330



Entry D
Computed, not measured: C4H6N2O2 in the gas phase, with wB97M-V/def2-TZVPD.

Properties
LUMO = -0.1 eV
Kohn-Sham gap = 0.3626 Ha
SMILES = [H]/N=C(/N)OC(=O)C=C

Geometry as ORCA input:
```
! RIJCOSX wB97M-V def2-TZVPD def2/J DEFGRID3
* xyz 0 1
H 2.09469 2.14990 0.52916
N 2.50091 1.23899 0.03679
C 1.76939 0.17480 0.18923
N 2.28661 -1.13840 -0.45708
O 0.22696 -0.20118 0.77580
C -0.77762 0.72104 0.16869
O -0.40196 1.92167 -0.46232
C -2.17567 0.45492 0.13614
C -2.55734 -0.78666 -0.16602
H 1.94796 -1.91568 0.00463
H 3.30942 -1.09277 -0.21702
H -2.92728 1.20526 0.22006
H -3.59262 -1.29094 -0.49263
H -1.70344 -1.44095 -0.26543
*
```

Atom charges from the Mulliken analysis, given in e for atoms 1 to 6:
1. H 0.3164
2. N -0.5201
3. C 0.4877
4. N -0.5120
5. O -0.3735
6. C 0.6090



Which is most stable? The ranking, best first, is entry C, entry A, entry D, entry B.



Entry A
Computed, not measured: a 3-piece molecular cluster, C2H11N2O2 overall, with wB97M-V/def2-TZVPD.

Properties
LUMO = -3.7 eV
Kohn-Sham gap = 0.3456 Ha

Geometry as ORCA input:
```
! RIJCOSX wB97M-V def2-TZVPD def2/J DEFGRID3
* xyz 1 1
C -1.26388 0.65567 0.60515
C -1.00778 -0.61794 0.95503
N -0.68835 -1.69991 -0.00814
N -0.80645 1.26718 -0.53029
H -1.68211 1.39850 1.27365
H -1.20016 -1.04379 1.93800
H -0.28020 -1.30827 -0.85760
H -1.50935 -2.25529 -0.25783
H 0.02645 -2.32918 0.37049
H -0.45816 2.21049 -0.43234
H -0.23961 0.71983 -1.15801
H 1.27528 -3.00197 -1.79889
H 2.62198 -3.42476 -1.50139
O 2.03089 -2.67766 -1.26558
H 0.80155 4.14243 0.18039
H 1.57002 4.21535 1.42392
O 0.80988 3.74931 1.06343
*
```

Atom charges from the Mulliken analysis, given in e for atoms 1 to 6:
1. C 0.1397
2. C -0.5574
3. N -0.2863
4. N -0.4533
5. H 0.3542
6. H 0.3721



Entry B
Computed, not measured: a 3-piece molecular cluster, C2H11N2O2 overall, with wB97M-V/def2-TZVPD.

Properties
LUMO = -4.3 eV
Kohn-Sham gap = 0.3876 Ha

Geometry as ORCA input:
```
! RIJCOSX wB97M-V def2-TZVPD def2/J DEFGRID3
* xyz 1 1
C -2.23590 -1.99396 -0.48288
N -1.17320 -0.97690 -0.62054
C 0.02151 -0.98442 -1.16547
N 0.78686 0.09488 -1.15511
H -2.48583 -2.49620 -1.41081
H -1.92368 -2.70684 0.27661
H -3.02257 -1.34336 -0.09879
H -1.46097 -0.00054 -0.56799
H 0.19209 -1.86863 -1.79153
H 1.03137 0.55698 -0.26872
H 0.99826 0.61761 -1.99138
H 0.10063 3.08656 0.72848
H 1.31576 3.77808 1.25609
O 0.95295 2.88386 1.13487
H 1.90608 -0.33810 2.17598
H 1.15380 1.05930 1.91437
O 1.27651 0.13964 1.62360
*
```

Atom charges from the Mulliken analysis, given in e for atoms 1 to 6:
1. C -0.7537
2. N -0.0998
3. C 0.0988
4. N -0.3291
5. H 0.3215
6. H 0.3231



Entry C
Computed, not measured: a 3-piece molecular cluster, C2H11N2O2 overall, with wB97M-V/def2-TZVPD.

Properties
LUMO = -3.1 eV
Kohn-Sham gap = 0.3477 Ha

Geometry as ORCA input:
```
! RIJCOSX wB97M-V def2-TZVPD def2/J DEFGRID3
* xyz 1 1
C 0.55566 0.28099 -1.00797
C 0.28285 -1.01902 -0.80646
N 1.19634 -2.00931 -1.01445
N -0.18620 1.28149 -0.20125
H 0.99593 0.80926 -1.83961
H -0.69453 -1.36400 -0.50197
H 1.15121 -2.92451 -0.57253
H 1.87298 -1.98933 -1.76217
H 0.00823 2.21776 -0.57486
H 0.14468 1.39657 0.76982
H -1.23394 1.10218 -0.21820
H -3.37174 0.74414 -0.52319
H -3.17211 1.01978 1.00620
O -2.82973 1.20891 0.12592
H 1.82036 -0.64042 1.74465
H 2.10895 -0.02912 2.98876
O 1.35107 -0.08539 2.38731
*
```

Atom charges from the Mulliken analysis, given in e for atoms 1 to 6:
1. C -0.4053
2. C -0.1739
3. N -0.3862
4. N -0.2018
5. H 0.3175
6. H 0.3311



Entry D
Computed, not measured: a 3-piece molecular cluster, C2H11N2O2 overall, with wB97M-V/def2-TZVPD.

Properties
LUMO = -3.9 eV
Kohn-Sham gap = 0.3483 Ha

Geometry as ORCA input:
```
! RIJCOSX wB97M-V def2-TZVPD def2/J DEFGRID3
* xyz 1 1
C -2.01162 -0.72680 0.77433
C -2.29891 0.18300 1.73021
N -1.33961 1.28172 1.88397
N -0.88765 -0.84818 -0.02125
H -2.40909 -1.73349 0.89972
H -2.90986 -0.04606 2.57531
H -0.60004 1.11418 1.19717
H -1.80277 2.18188 1.70118
H -0.92382 1.38022 2.82375
H -0.38860 0.00351 -0.22327
H -0.81386 -1.64328 -0.64940
H 3.83063 3.42662 -2.90535
H 5.19090 4.21694 -3.24269
O 4.28501 4.26420 -2.93877
H 0.72956 -4.68837 0.10601
H 0.01254 -4.38897 -1.06284
O 0.91249 -4.23749 -0.73356
*
```

Atom charges from the Mulliken analysis, given in e for atoms 1 to 6:
1. C 0.2091
2. C -0.5343
3. N -0.2613
4. N -0.3934
5. H 0.2890
6. H 0.3571



Which is most stable? The ranking, best first, is entry B, entry A, entry C, entry D.